(1)
119
Properties=species:S:1:pos:R:3 method="wB97M-V/def2-TZVPD" multiplicity=3 total_charge=-1 molar_mass_g_mol=969.75 fmax_ha_per_bohr=0.06560 e_lumo_ev="1.96 / 1.96" e_above_lowest_kcal_mol=25.0 homo_lumo_gap_ev="5.81 / 7.29"
Ti -0.86265 -1.42261 0.00032
S 0.66315 -2.22286 4.14328
S 4.00299 -2.27022 -5.28823
P 5.73763 1.19686 1.65318
O 3.11651 -1.41144 -6.01790
O 7.08672 0.43840 2.38552
O 3.75524 -3.67001 -5.53203
O 4.52993 0.35140 2.32433
O 5.87923 0.56743 0.16151
O 5.34834 -1.76254 -5.34346
N -3.22107 -2.79891 -1.37616
N -2.82079 1.75663 1.59813
N -1.00435 -2.98233 -2.78770
N -0.79922 -3.63825 0.18418
N -0.50830 -1.85457 -2.14880
N -1.14302 0.86327 -0.64639
N -1.12490 -1.48563 2.13886
N 1.85671 -1.60603 0.35834
N -1.38845 -4.33292 -0.74791
N -2.99293 -1.88734 -0.41156
N -2.63928 0.97818 3.79300
N 0.69683 1.77896 0.35565
N -0.05146 2.72181 -1.67529
N -2.27821 3.24335 3.33668
C -0.21577 1.78351 -0.66401
C -4.41953 2.43818 -1.60018
C 3.19912 -0.66536 -1.59161
C 8.19697 1.20111 2.86494
C -2.67647 3.77820 4.61419
C 0.36312 1.15834 1.65649
C -1.62917 0.84722 4.83814
C -3.37220 -0.26464 3.56067
C -1.29630 -5.65348 -0.44006
C 0.33616 4.02202 -1.40766
C -3.55227 2.44993 0.66113
C -2.64437 0.59244 -2.52822
C -5.42928 3.38965 -1.15162
C 0.47481 -2.04184 -4.16558
C 2.58544 -2.96660 -1.52602
C -3.83381 0.88047 -3.31165
C 3.57942 -2.13379 -3.49681
C 4.35188 -0.89988 3.00251
C -0.46556 -1.89310 3.02409
C -3.38717 2.03924 -0.75096
C -5.20700 -2.01394 -0.67253
C -5.47838 3.83551 0.13413
C 0.35871 -1.31412 -3.01283
C -0.37560 2.43832 -3.09038
C -2.35942 1.19464 -1.33644
C 2.61176 -1.71315 -0.88563
C -0.23820 -4.50377 1.05812
C 3.66104 -0.91805 -2.87221
C -4.65284 1.84365 -2.87423
C -1.61908 4.16195 2.43095
C -4.13046 -1.33801 -0.03499
C 3.15414 -3.22593 -2.75728
C 2.04218 2.21233 0.16254
C -4.55374 3.32686 1.03465
C 6.44066 -0.68198 -0.13245
C -4.56806 -2.94201 -1.54427
C -0.48564 -5.81390 0.65560
C -0.41392 -3.06507 -4.02863
C -2.69476 2.02313 2.87356
B -2.09656 -3.73591 -1.95524
H -6.28940 4.51624 0.50599
H 3.17385 0.34061 -1.11729
H 0.41795 2.89677 -3.65852
H -1.85305 3.80506 5.36590
H -1.85561 -6.36072 -1.07671
H 2.22822 3.20589 0.59145
H -0.88186 1.67873 4.73402
H 2.21952 -3.86944 -0.95126
H 6.09496 -1.50372 0.48932
H -2.53733 -4.67085 -2.60809
H 0.40805 -4.29554 1.84591
H -6.17973 3.68419 -1.85371
H -2.24238 4.87958 1.88061
H 7.88647 2.11851 3.31065
H 8.92299 1.45136 2.05353
H 1.14547 -1.88481 -4.99619
H 4.10498 -0.12069 -3.47519
H 2.68383 1.47831 0.71447
H -1.94576 -0.20047 -2.95764
H -5.56376 2.14701 -3.39895
H -0.29317 -6.72222 1.29053
H -2.77013 -1.14534 3.84515
H 6.27803 -0.88021 -1.18004
H -3.86325 -0.42317 2.59690
H 0.34798 1.92539 2.37682
H 1.94049 -2.54197 0.77853
H 8.70225 0.55804 3.54790
H -1.12963 3.56161 1.66554
H -0.53891 0.61018 1.56358
H 2.32819 -0.92784 1.03705
H -2.05543 0.83432 5.82781
H 1.14655 4.23224 -2.08960
H 0.83904 -0.41099 -2.82280
H -6.27826 -1.82488 -0.74938
H -4.13938 -0.56155 0.72873
H -4.25019 -0.30492 4.17800
H -4.15164 0.35990 -4.20835
H 3.09826 -4.19656 -3.18417
H 3.25987 -1.05690 3.08003
H -1.04261 -0.08166 4.67430
H -0.51630 4.71773 -1.60423
H -4.64113 3.46423 2.10596
H -0.48655 1.36536 -3.28102
H -0.83357 4.76379 2.91313
H -5.02244 -3.64007 -2.19721
H 2.35205 2.21326 -0.87125
H 7.46580 -0.61932 0.02243
H 4.66684 -1.66588 2.29902
H 1.22622 0.52019 1.87930
H -0.67772 -3.92445 -4.60055
H -3.48043 3.14390 4.99505
H 4.92362 -0.90537 3.90587
H -1.29876 2.94930 -3.35047
H -3.03718 4.79181 4.59292
H 0.59563 4.14322 -0.36159

---

(2)
17
Properties=species:S:1:pos:R:3 method="wB97M-V/def2-TZVPD" total_charge=0 molar_mass_g_mol=102.13 fmax_ha_per_bohr=0.00639 e_lumo_ev=0.93 e_above_lowest_kcal_mol=49.8 homo_lumo_gap_ev=10.64
O 1.38747 0.64183 -1.21182
O -0.17432 -1.29678 0.63452
C -0.48150 0.06384 0.27936
C -1.34348 -1.73824 -0.07329
C -1.38143 -0.43038 -0.86195
C 1.76404 0.87301 1.09379
C 0.71926 0.96143 -0.00619
H 2.58548 1.56165 0.87475
H -1.18462 -2.67721 -0.61236
H 0.75873 0.73115 -1.93834
H -2.19626 -1.84254 0.61119
H -2.33772 0.06250 -1.05410
H 0.32381 1.99339 -0.04814
H 2.16378 -0.14367 1.13102
H -0.79795 -0.54903 -1.77865
H -1.07145 0.52649 1.08783
H 1.33761 1.12331 2.07092

---

(3)
13
Properties=species:S:1:pos:R:3 method="wB97M-V/def2-TZVPD" total_charge=0 molar_mass_g_mol=135.62 fmax_ha_per_bohr=0.04606 smiles="C=NS[C@@H]1C[C@@H]1Cl" e_lumo_ev=0.92 e_above_lowest_kcal_mol=41.4 homo_lumo_gap_ev=9.62
Cl -2.32419 0.22348 1.05110
S 0.01852 0.16650 -1.14209
N 1.22067 1.39679 -0.80745
C 0.22493 -0.73944 0.42157
C 1.11505 2.45076 -1.49457
C -0.59069 -1.97702 0.49277
C -0.94081 -0.78289 1.38381
H 1.90449 3.17295 -1.31119
H -0.31767 -2.89678 0.94584
H -0.70944 -0.86305 2.42603
H -1.23854 -2.09344 -0.41809
H 0.42379 2.62660 -2.31611
H 1.21388 -0.68446 0.76839

---

(4)
16
Properties=species:S:1:pos:R:3 method="wB97M-V/def2-TZVPD" total_charge=0 molar_mass_g_mol=86.13 fmax_ha_per_bohr=0.00858 smiles="C=CCC.C=O" e_lumo_ev=1.02 e_above_lowest_kcal_mol=38.1 homo_lumo_gap_ev=10.89
O -2.00774 -0.38454 -2.05401
C 0.04174 -0.19020 0.80662
C 2.29935 0.54480 0.01120
C -2.26559 -1.00151 -1.05302
C 0.84824 0.25366 -0.38090
C -0.97371 0.48905 1.33666
H -1.30244 1.43607 0.91071
H 0.38774 1.14357 -0.82590
H 2.89122 0.84695 -0.85851
H 0.82426 -0.52306 -1.15764
H 0.34890 -1.13174 1.26739
H 2.34215 1.34812 0.75440
H -1.73448 -1.93516 -0.77989
H -3.05154 -0.68229 -0.34107
H -1.51071 0.13072 2.21136
H 2.77438 -0.34007 0.45110

---

(5)
40
Properties=species:S:1:pos:R:3 method="wB97M-V/def2-TZVPD" multiplicity=4 total_charge=+2 molar_mass_g_mol=379.11 fmax_ha_per_bohr=0.08456 e_lumo_ev="-9.84 / -12.00" homo_lumo_gap_ev="5.54 / 3.45"
Mn -0.29112 0.64240 -0.02955
S -2.54113 2.82964 -1.34235
O -3.81194 2.68517 -2.04878
O -2.06503 1.41549 -0.97405
O -1.51746 3.57847 -2.08733
N 1.65153 -1.45443 1.28927
N 1.11124 -0.17651 1.39790
N 1.42271 -1.54736 -1.17864
N 0.84557 -0.31068 -1.40394
N -1.12968 -1.20210 0.23233
N -0.37121 -2.37085 0.30343
C -2.50573 -2.94416 0.50978
C 2.58931 -0.49616 3.06172
C -2.42054 -1.55731 0.37977
C -2.91485 3.61120 0.23969
C 0.72866 2.36184 0.24209
C 2.14488 -1.90649 -2.26291
C 1.22399 0.09879 -2.63496
C 2.56149 -1.65375 2.27323
C 1.67146 0.38840 2.48014
C 2.04368 -0.88113 -3.21108
C -1.19680 -3.42964 0.43508
B 1.17752 -2.35304 0.13159
H 1.68065 -3.42137 0.12880
H -1.95379 3.77158 0.73732
H -3.29622 4.61760 0.01651
H 2.64946 -2.85724 -2.28383
H 3.19262 -0.31228 3.93426
H -3.71267 3.04276 0.74293
H 0.99530 2.26493 -0.84953
H -3.26351 -0.86467 0.35655
H 0.02458 3.19886 0.33401
H -0.14420 1.98480 1.20392
H 1.46886 1.40712 2.79073
H 3.08925 -2.58861 2.36085
H -0.79237 -4.42084 0.46626
H 0.93245 1.04560 -3.07546
H 1.60441 2.22198 0.88136
H 2.50535 -0.86699 -4.18016
H -3.38672 -3.55103 0.63306

---

(6)
9
Properties=species:S:1:pos:R:3 method="wB97M-V/def2-TZVPD" multiplicity=3 total_charge=-1 molar_mass_g_mol=103.12 fmax_ha_per_bohr=0.09768 e_lumo_ev="3.64 / 2.20" e_above_lowest_kcal_mol=19.2 homo_lumo_gap_ev="3.71 / 5.98"
S -1.74706 -2.64356 0.22450
O 0.14586 -1.56190 -2.02725
O -2.95142 -1.11204 -1.40765
C -0.53464 -1.04135 -1.17061
C -0.03123 -0.06464 -0.07654
C -1.88234 -1.44000 -0.84426
H -0.51627 0.87854 -0.41796
H 1.05926 0.08294 -0.21194
H -0.21206 -0.42308 1.00008